Record 1
{
  "formula": "C17H36N4O4S3",
  "method": "ωB97M-V/def2-TZVPD",
  "symbols": ["C", "C", "N", "H", "H", "H", "C", "C", "N", "H", "H", "H", "C", "C", "N", "H", "H", "H", "C", "C", "N", "H", "H", "H", "C", "S", "O", "C", "H", "H", "H", "H", "H", "H", "C", "S", "O", "C", "H", "H", "H", "H", "H", "H", "C", "S", "O", "C", "H", "H", "H", "H", "H", "H", "C", "C", "O", "C", "H", "H", "H", "H", "H", "H"],
  "positions_angstrom": [[-3.509, 2.263, -1.637], [-3.588, 1.030, -2.401], [-3.660, 0.073, -3.029], [-2.843, 2.164, -0.785], [-4.481, 2.583, -1.262], [-3.201, 3.029, -2.353], [-0.955, 3.994, 1.987], [-1.954, 4.669, 1.153], [-2.763, 5.215, 0.551], [-0.514, 3.119, 1.520], [-1.472, 3.716, 2.907], [-0.162, 4.699, 2.233], [2.091, -1.598, -4.012], [1.852, -2.949, -3.521], [1.667, -4.018, -3.148], [3.098, -1.292, -3.731], [1.344, -0.899, -3.647], [2.075, -1.632, -5.102], [0.862, -2.443, 3.493], [2.309, -2.326, 3.309], [3.440, -2.224, 3.146], [0.506, -3.232, 2.834], [0.404, -1.488, 3.256], [0.652, -2.685, 4.535], [3.655, -0.565, -0.318], [4.661, 0.946, -0.202], [6.083, 0.502, -0.061], [4.518, 1.378, -1.959], [2.672, -0.229, -0.653], [3.575, -0.997, 0.678], [4.135, -1.276, -0.986], [3.501, 1.617, -2.277], [4.821, 0.484, -2.506], [5.184, 2.207, -2.182], [-2.679, -4.441, 4.701], [-3.243, -4.703, 2.992], [-4.467, -5.574, 3.101], [-3.825, -3.021, 2.676], [-3.468, -4.086, 5.359], [-1.864, -3.719, 4.607], [-2.286, -5.390, 5.055], [-4.026, -2.954, 1.610], [-3.060, -2.309, 2.977], [-4.741, -2.933, 3.261], [0.245, 2.772, -3.232], [-0.071, 3.469, -1.598], [-0.300, 2.257, -0.743], [1.588, 4.105, -1.244], [-0.721, 2.345, -3.510], [0.997, 1.986, -3.178], [0.496, 3.520, -3.983], [1.764, 4.978, -1.870], [2.326, 3.329, -1.444], [1.639, 4.350, -0.185], [-0.722, -1.119, -1.352], [-0.337, -1.129, 0.094], [0.656, -1.707, 0.476], [-1.178, -0.304, 1.034], [-0.066, -1.751, -1.947], [-0.669, -0.101, -1.751], [-1.754, -1.433, -1.520], [-2.197, -0.203, 0.649], [-0.832, 0.724, 1.133], [-1.208, -0.793, 2.006]],
  "mulliken_charge": [-0.3699, 0.3161, -0.4674, -0.0886, 0.4313, 0.2430, -0.4028, 0.4148, -0.4531, -0.1375, 0.3340, 0.2765, -0.2464, 0.2859, -0.4077, 0.0589, -0.0004, 0.3672, -0.3073, 0.1306, -0.4598, 0.2289, 0.0369, 0.4188, -0.1788, 0.5119, -0.6346, -0.5289, -0.0852, 0.0757, 0.3021, -0.1670, 0.3231, 0.3401, -0.6548, 0.5265, -0.6399, -0.8349, 0.3237, 0.0655, 0.3285, 0.3049, 0.2074, 0.3892, -0.7487, 0.4354, -0.5060, -0.5852, 0.2590, -0.0363, 0.4923, 0.4311, -0.1322, 0.3040, -0.3932, 1.0220, -0.5414, -0.4762, -0.2115, -0.1079, 0.4886, 0.3579, -0.2872, 0.0588],
  "homo_energy_ev": -9.05,
  "homo_lumo_gap_ha": 0.3293,
  "relative_energy_kcal_mol": 0.00
}

---

Record 2
{
  "formula": "C29H54F4N2O6PS3",
  "method": "ωB97M-V/def2-TZVPD",
  "symbols": ["C", "C", "C", "C", "C", "C", "C", "C", "N", "C", "C", "C", "C", "C", "C", "C", "C", "C", "S", "S", "C", "C", "C", "C", "N", "P", "O", "O", "S", "C", "O", "O", "C", "F", "C", "C", "H", "H", "H", "H", "H", "H", "H", "H", "H", "H", "H", "H", "H", "H", "H", "H", "H", "H", "H", "H", "H", "H", "H", "H", "H", "H", "H", "H", "H", "H", "H", "H", "H", "H", "H", "H", "H", "H", "H", "H", "H", "H", "H", "H", "H", "H", "H", "H", "H", "C", "C", "O", "C", "O", "C", "F", "F", "F", "H", "H", "H", "H", "H"],
  "positions_angstrom": [[1.064, 3.159, 0.636], [0.412, 2.190, 1.636], [1.504, 1.337, 2.257], [1.043, 0.213, 3.205], [-0.369, -0.322, 2.932], [-0.475, -1.777, 3.436], [-1.571, -2.498, 2.671], [-1.144, -2.817, 1.240], [-1.565, -4.131, 0.759], [-3.014, -4.335, 0.742], [-3.788, -3.441, -0.250], [-5.197, -3.177, 0.264], [-5.297, -1.890, 1.077], [-5.704, -0.674, 0.232], [-7.213, -0.420, 0.221], [-7.607, 1.060, 0.172], [-6.702, 1.879, -0.749], [-0.945, -4.476, -0.405], [-1.081, -5.952, -1.106], [0.066, -3.238, -1.182], [1.785, -3.846, -1.047], [2.682, -2.792, -1.728], [3.738, -2.187, -0.780], [3.710, -0.673, -0.501], [4.943, -0.192, 0.239], [5.649, -1.160, 1.393], [6.800, -0.207, 1.993], [6.525, -2.346, 0.769], [4.535, -1.803, 2.828], [3.761, 0.185, -1.819], [4.075, 1.397, -1.644], [3.554, -0.388, -2.906], [2.520, -0.271, 0.422], [1.737, -1.370, 0.781], [1.587, 0.816, -0.076], [0.640, 0.457, -1.216], [1.015, 2.751, -0.366], [2.108, 3.291, 0.899], [0.599, 4.138, 0.674], [-0.334, 1.608, 1.111], [-0.070, 2.761, 2.424], [2.141, 0.879, 1.506], [2.136, 2.022, 2.814], [1.733, -0.615, 3.101], [1.055, 0.562, 4.233], [-1.114, 0.290, 3.426], [-0.584, -0.361, 1.870], [-0.778, -1.727, 4.479], [0.483, -2.276, 3.366], [-1.825, -3.423, 3.184], [-2.461, -1.877, 2.684], [-0.065, -2.761, 1.225], [-1.474, -1.999, 0.604], [-3.447, -4.189, 1.724], [-3.246, -5.355, 0.484], [-3.864, -4.000, -1.177], [-3.273, -2.515, -0.485], [-5.904, -3.128, -0.560], [-5.492, -4.011, 0.898], [-4.341, -1.655, 1.534], [-6.003, -1.997, 1.894], [-5.289, -0.801, -0.762], [-5.217, 0.189, 0.672], [-7.640, -0.893, 1.097], [-7.650, -0.883, -0.661], [-8.605, 1.157, -0.240], [-7.589, 1.482, 1.172], [-7.112, 2.867, -0.916], [-5.700, 1.984, -0.358], [-6.631, 1.350, -1.695], [1.793, -4.804, -1.547], [1.981, -3.935, 0.011], [2.071, -2.064, -2.238], [3.215, -3.314, -2.510], [3.660, -2.751, 0.141], [4.716, -2.401, -1.196], [5.660, 0.012, -0.455], [6.318, 0.566, 2.320], [6.911, -2.007, -0.053], [2.935, 0.097, 1.350], [0.938, 1.048, 0.773], [2.113, 1.734, -0.280], [1.141, 0.077, -2.095], [0.161, 1.385, -1.522], [-0.150, -0.180, -0.850], [2.765, 5.159, -5.357], [3.198, 4.414, -4.114], [3.515, 5.332, -3.044], [2.493, 5.781, -2.334], [1.345, 5.497, -2.518], [2.999, 6.685, -1.198], [3.938, 7.538, -1.630], [3.535, 5.948, -0.217], [2.004, 7.402, -0.679], [3.524, 5.886, -5.650], [2.608, 4.461, -6.178], [1.838, 5.706, -5.184], [4.111, 3.855, -4.304], [2.443, 3.702, -3.788]],
  "mulliken_charge": [-1.4674, -0.2154, 0.1460, -1.4115, 0.3088, -1.4465, -0.9958, -0.5440, 0.0709, -1.8586, 0.1271, -1.3968, 0.3998, -0.9227, -0.5634, -0.5415, -1.1376, 0.4529, -0.3452, -0.1841, -0.9379, -1.0776, -1.8606, 2.5474, -0.5391, 0.7022, -0.5707, -0.5497, -0.4252, -0.1404, -0.8284, -0.7607, 0.0009, -0.1732, -1.4111, -1.4645, 0.4553, 0.3271, 0.5490, 0.2613, 0.6078, -0.1431, 0.7163, -0.0262, 0.5876, 0.5625, -0.1764, 0.5897, 0.5133, 0.5984, -0.2252, 0.7136, 0.3356, 0.6046, 0.4644, 0.6265, 0.1358, 0.4372, 0.4857, -0.6482, 0.5815, 0.3609, 0.4512, 0.3720, 0.2723, 0.3335, 0.2817, 0.3696, 0.3087, 0.2926, 0.7394, 0.3780, 0.5922, 0.4898, 0.5198, 0.4621, 0.4957, 0.3616, 0.3943, 0.1948, -0.7513, 1.4888, 0.3068, 0.4859, -0.1304, -1.2390, 0.0080, -0.3364, 0.4652, -0.5303, 0.8313, -0.2629, -0.2327, -0.2602, 0.3034, 0.3915, 0.3130, 0.3956, 0.1630],
  "homo_energy_ev": -5.61,
  "charge": -1,
  "homo_lumo_gap_ha": 0.2907
}

---

Record 3
{
  "formula": "C9H21F3IO4P2RuS",
  "method": "ωB97M-V/def2-TZVPD",
  "symbols": ["C", "I", "H", "H", "H", "Ru", "P", "C", "C", "H", "H", "H", "H", "H", "H", "C", "H", "H", "H", "P", "C", "C", "H", "H", "H", "C", "H", "H", "H", "H", "H", "H", "C", "O", "F", "C", "F", "F", "S", "O", "O", "O"],
  "positions_angstrom": [[2.061, -1.684, 0.216], [-2.757, 0.161, 0.133], [1.872, -2.737, -0.076], [2.477, -1.663, 1.246], [2.774, -1.216, -0.498], [0.241, -0.798, 0.294], [-0.430, -1.573, 2.201], [-0.142, -0.387, 3.547], [-2.204, -1.981, 2.339], [-2.362, -2.636, 3.199], [-0.085, -3.467, 3.625], [-2.522, -2.472, 1.416], [0.263, -3.860, 1.916], [-0.694, 0.539, 3.343], [-2.771, -1.046, 2.454], [0.391, -3.109, 2.705], [-0.493, -0.837, 4.481], [1.458, -2.930, 2.874], [0.928, -0.162, 3.626], [0.502, 0.094, -2.262], [1.302, 1.688, -2.627], [1.661, -1.089, -3.033], [-1.535, -1.013, -2.934], [-0.688, -0.157, -4.261], [-1.577, 0.779, -2.997], [-0.983, -0.110, -3.209], [1.384, -2.148, -2.964], [1.639, -0.869, -4.113], [1.582, 1.795, -3.686], [2.159, 1.673, -1.921], [2.712, -1.007, -2.731], [0.661, 2.523, -2.298], [1.223, 0.571, 1.062], [1.754, 1.577, 1.389], [-1.795, 5.339, -0.888], [-2.051, 4.044, -0.690], [-3.164, 3.892, 0.034], [-2.185, 3.412, -1.877], [-0.523, 3.176, 0.240], [0.676, 3.926, -0.078], [-0.831, 3.023, 1.659], [0.073, 0.743, -0.854]],
  "lowdin_spin": [0.0343, 0.9017, 0.0171, 0.0172, 0.0123, 1.3841, 0.0655, -0.0018, 0.0622, 0.0056, 0.0085, 0.0094, -0.0001, -0.0001, 0.0292, 0.0490, 0.0001, 0.0003, -0.0001, 0.0361, 0.0256, 0.0161, 0.0008, 0.0011, 0.0058, 0.0114, -0.0001, 0.0007, 0.0043, 0.0007, 0.0006, 0.0005, -0.0077, 0.0034, 0.0430, 0.1422, 0.0327, 0.0192, 0.2806, 0.2294, 0.2251, 0.3343],
  "s2": 6.026,
  "homo_energy_ev": [-18.62, -20.38],
  "charge": 3,
  "homo_lumo_gap_ha": [0.2025, 0.1961],
  "multiplicity": 5,
  "relative_energy_kcal_mol": 51.15
}

---

Record 4
{
  "formula": "C14H21BrF6O7",
  "method": "ωB97M-V/def2-TZVPD",
  "symbols": ["C", "C", "O", "C", "O", "C", "F", "F", "F", "H", "H", "H", "H", "H", "C", "C", "O", "C", "O", "C", "F", "F", "F", "H", "H", "H", "H", "H", "C", "O", "C", "C", "C", "C", "O", "C", "O", "Br", "H", "H", "H", "H", "H", "H", "H", "H", "H", "H", "H"],
  "positions_angstrom": [[-2.553, -4.400, 0.514], [-2.354, -5.615, -0.363], [-1.103, -6.274, -0.075], [-1.108, -7.111, 0.949], [-2.036, -7.375, 1.651], [0.279, -7.756, 1.092], [1.255, -6.853, 0.960], [0.452, -8.690, 0.150], [0.411, -8.335, 2.278], [-1.705, -3.721, 0.423], [-3.454, -3.878, 0.232], [-2.632, -4.688, 1.563], [-2.294, -5.321, -1.409], [-3.179, -6.319, -0.267], [1.590, 7.115, -1.982], [1.302, 7.446, -0.534], [1.094, 6.249, 0.240], [2.186, 5.640, 0.671], [3.314, 5.979, 0.484], [1.793, 4.416, 1.512], [0.810, 3.718, 0.931], [1.367, 4.798, 2.719], [2.827, 3.603, 1.684], [0.796, 6.494, -2.396], [1.666, 8.029, -2.570], [2.524, 6.563, -2.079], [0.378, 8.013, -0.450], [2.097, 8.044, -0.092], [2.809, -1.186, 0.006], [1.668, -0.449, 0.352], [1.554, 0.768, -0.377], [0.154, 0.934, -0.887], [-0.915, 1.046, 0.211], [-1.767, -0.207, 0.348], [-3.164, 0.116, 0.131], [-3.781, -0.700, -0.702], [-3.820, -1.912, -0.647], [-4.730, 0.178, -2.149], [2.790, -2.091, 0.594], [3.730, -0.657, 0.244], [2.831, -1.455, -1.049], [1.860, 1.582, 0.264], [2.227, 0.723, -1.229], [0.125, 1.840, -1.481], [-0.087, 0.116, -1.558], [-0.518, 1.346, 1.166], [-1.604, 1.824, -0.092], [-1.457, -0.990, -0.330], [-1.629, -0.597, 1.346]],
  "mulliken_charge": [-0.9389, -0.2822, -0.3339, 0.3489, -0.5102, 0.8994, -0.2422, -0.2558, -0.2411, 0.2225, 0.3799, 0.3486, 0.3154, 0.3324, -1.1223, -0.2100, -0.3195, 0.2877, -0.5080, 0.9972, -0.2474, -0.2698, -0.2604, 0.3013, 0.3768, 0.3191, 0.3262, 0.3321, -0.7921, -0.3148, -0.3340, -0.8898, -0.4355, -0.6074, -0.2804, 0.5999, -0.4793, -0.1466, 0.2454, 0.3035, 0.3416, 0.1052, 0.4656, 0.3990, 0.4328, 0.3500, 0.4273, 0.3490, 0.2147],
  "smiles": "CCOC(=O)C(F)(F)F.CCOC(=O)C(F)(F)F.COCCCCOC(=O)Br",
  "homo_energy_ev": -10.01,
  "homo_lumo_gap_ha": 0.3852
}

---

Question: What is the formula in the second record?
Answer: C29H54F4N2O6PS3